Density functional theory data (wB97M-V/def2-TZVPD) for a structure of composition C11H57BeN16O20 in a non-equilibrium geometry.

Output
E_LUMO ... -1.8 eV
E_tot ... -2849.2795 Eh
E_HOMO ... -11.172 eV
Charge ... +1

Geometry as XYZ:
```
105
Properties=species:S:1:pos:R:3:forces:R:3:mulliken_charge:R:1
Be 0.6928 1.5772 1.7621 -1.90 -1.86 0.57 -0.270
C 2.9156 2.4381 -1.1448 1.36 -0.66 -0.07 -1.044
C 2.5461 1.8697 0.2606 2.19 1.04 -1.11 0.732
O 3.4134 1.6783 1.1616 -1.11 0.35 -1.14 -0.806
O 1.3255 1.5804 0.3610 -1.06 0.25 0.71 -0.047
H 3.9531 2.8609 -1.1616 -0.77 -0.59 0.22 0.297
H 2.2883 3.2227 -1.6060 -0.26 -0.62 0.80 0.371
H 2.8996 1.5264 -1.8073 -0.02 1.01 0.53 0.139
C -2.7856 3.7834 -2.8877 -0.59 0.67 1.48 -0.532
O -3.7652 2.7673 -2.6585 0.24 -0.35 -0.39 -0.520
H -3.0102 4.5551 -2.0870 0.42 -0.69 -1.07 0.215
H -1.7861 3.3796 -2.6981 0.01 0.23 -0.27 0.209
H -2.9000 4.2443 -3.8705 0.18 -0.10 0.03 0.316
H -3.5262 1.9821 -3.1826 -0.41 0.31 0.21 0.278
O -0.8204 2.4143 5.2342 0.76 1.80 0.43 -0.548
H -1.5461 1.8203 5.2497 -1.14 -1.22 -0.23 0.271
H -1.1649 3.2052 5.6963 0.35 -0.57 -0.28 0.273
O 1.2061 0.0352 2.7042 0.49 1.40 -0.04 -0.157
H 2.0009 0.1164 3.2455 -0.04 -0.23 -0.03 0.220
H 0.9572 -0.8721 2.6662 -0.34 -1.04 -0.18 0.230
O 0.8604 2.5452 2.9591 3.05 -0.81 -4.56 -0.147
H 3.9143 1.6247 2.7280 -0.43 -0.31 -0.97 0.317
H 0.4452 2.9124 3.6512 -3.55 1.36 3.90 0.257
O 3.6527 -1.1379 -4.3663 -0.36 -0.66 1.65 -0.804
H 3.6102 -0.9604 -3.3726 -0.33 -0.44 -0.59 0.557
H 4.2365 -0.4390 -4.5832 0.87 1.22 -1.05 0.299
O -2.3183 1.6148 -0.5971 -0.40 -0.07 -0.06 -0.706
H -2.1943 0.7701 -1.0628 0.05 -0.22 -0.10 0.244
H -3.0916 2.0434 -1.0293 0.45 -0.20 0.13 0.327
O -0.9606 1.1824 1.6246 0.92 0.19 0.27 -0.005
H -1.5585 1.1319 2.3669 -0.08 -0.41 0.92 0.271
H -1.5395 1.1806 0.8496 -0.21 0.39 -1.13 0.415
O -5.0860 0.1149 -2.9317 -0.22 1.47 0.58 -0.584
H -4.7271 -0.7549 -3.0264 0.09 -1.09 -0.55 0.314
H -5.9061 0.2572 -3.4205 0.35 -0.52 -0.03 0.260
O -2.8527 -2.8491 7.1465 0.74 0.81 -0.96 -0.625
H -3.6979 -3.2675 7.1901 -0.91 -0.54 0.25 0.315
H -2.8882 -2.3883 6.2838 0.19 -0.24 0.70 0.333
O 4.3056 -1.3136 4.5418 0.33 0.65 -0.19 -0.630
H 4.3256 -0.3433 4.5810 -0.25 -0.20 0.06 0.329
H 5.1625 -1.4694 4.1232 -0.15 -0.41 0.03 0.306
C 4.0232 2.6879 4.2539 1.26 -0.33 -1.16 0.824
O 4.3386 1.5687 3.6021 0.71 -0.20 1.23 -0.488
N 5.0416 3.2715 4.9495 -0.71 0.94 2.39 -0.488
N 2.9025 3.2313 4.0158 0.22 0.81 0.57 -0.402
H 4.6813 4.0366 5.6078 1.03 -1.58 -1.32 0.263
H 5.7361 2.6667 5.4111 -0.57 0.37 -0.63 0.296
H 1.8619 2.8692 3.2181 0.35 -0.29 0.35 0.327
H 2.8880 4.1061 4.5000 -0.62 0.82 0.02 0.050
C -2.3619 -2.1510 -1.7745 0.68 1.55 -1.61 0.461
O -1.9335 -1.1273 -1.2368 -0.16 -0.13 0.95 -0.650
N -2.7494 -2.0795 -3.0777 -0.82 -0.42 -1.59 -0.366
N -2.4584 -3.3635 -1.2698 0.22 -1.14 1.97 -0.207
H -2.8220 -2.9801 -3.5860 0.25 1.23 0.18 0.061
H -2.3794 -1.2782 -3.5943 -0.10 -0.76 0.20 0.243
H -2.7149 -4.1509 -1.8660 0.39 0.28 0.68 0.116
H -2.1591 -3.4476 -0.2889 -0.52 -0.35 -0.94 0.241
C -4.8759 -2.0930 0.8684 -2.22 -0.39 -0.66 0.561
O -3.9282 -2.4552 1.5018 1.74 -0.80 1.44 -0.670
N -4.8773 -1.0086 0.0696 -0.55 1.03 -1.35 -0.270
N -6.1120 -2.7782 0.8944 1.96 1.45 -1.05 -0.472
H -4.0713 -0.4228 -0.1163 0.24 -0.64 0.52 0.160
H -5.5292 -0.9525 -0.7049 -0.04 -0.01 0.38 0.239
H -6.2097 -3.4655 1.5954 -0.35 -0.49 0.58 0.258
H -6.8733 -2.2427 0.5357 -0.66 -0.24 0.27 0.185
C -1.4472 -1.5261 4.1266 1.01 3.54 2.85 0.506
O -2.0444 -0.5144 3.8956 -2.31 4.13 -1.07 -0.751
N -0.5131 -1.3969 5.1103 0.87 -2.28 -0.58 -0.257
N -1.8017 -2.5852 3.5293 -0.65 -6.25 -2.07 -0.246
H 0.0555 -2.1667 5.3632 0.48 -0.48 0.57 0.165
H -0.4119 -0.5360 5.5850 -0.03 0.66 0.06 0.163
H -1.3192 -3.4790 3.6560 -0.41 0.60 0.07 0.177
H -2.7215 -2.6293 3.0441 1.10 0.48 0.08 0.299
C 5.0805 -0.2813 -1.6500 -0.88 0.26 0.81 0.693
O 3.8597 -0.4755 -1.8087 1.10 -0.11 0.23 -0.786
N 5.9971 -0.4441 -2.6267 1.93 -0.37 -0.06 -0.460
N 5.5852 0.1467 -0.4504 -0.19 -0.19 -0.41 -0.377
H 6.9576 -0.5613 -2.2743 -0.75 0.23 -0.40 0.240
H 5.8028 -1.1172 -3.3456 -0.38 -0.10 -0.20 0.267
H 4.8563 0.3800 0.1900 -0.30 0.41 0.57 0.112
H 6.4359 0.6910 -0.3707 -0.24 -0.27 -0.25 0.218
C 2.0427 6.2553 1.1274 -0.64 0.83 -0.73 0.642
O 2.8609 6.3254 2.0457 -1.19 -0.40 -1.31 -0.612
N 1.8666 7.2159 0.1185 3.06 1.88 3.05 -0.532
N 1.0714 5.3077 0.9570 0.57 -1.72 1.73 -0.228
H 1.5782 6.9692 -0.7532 -1.29 -1.33 -2.61 0.229
H 2.6978 7.8081 0.0143 -0.58 -0.15 0.39 0.270
H 0.3324 5.2812 0.2834 0.11 0.49 -0.25 0.184
H 1.0754 4.5393 1.6201 -0.07 0.29 -0.23 0.065
C 0.1878 -2.2649 -5.0833 -1.00 1.41 -0.75 0.535
O -0.7859 -2.4015 -5.8290 -0.41 -1.45 0.44 -0.735
N 1.1251 -1.3867 -5.4675 2.22 0.76 2.38 -0.351
N 0.3040 -2.7678 -3.8098 0.77 -0.07 -0.31 -0.175
H 1.9836 -1.1331 -4.9088 -1.25 -0.78 -0.75 0.185
H 1.2625 -1.3172 -6.4249 -0.15 0.36 -1.88 0.248
H -0.1476 -3.6512 -3.7325 -0.87 -0.77 0.28 0.138
H 1.2811 -2.8942 -3.5981 0.19 0.13 0.42 0.275
C -2.1618 -5.8159 -4.6820 -1.68 -1.57 0.57 0.554
O -1.5328 -5.4304 -3.7221 0.93 0.82 0.67 -0.669
N -2.9461 -6.9613 -4.5931 -0.06 0.17 -0.74 -0.483
N -2.3467 -5.1565 -5.8387 0.78 0.71 -0.03 -0.356
H -2.5511 -7.7354 -4.1006 0.09 -0.19 0.37 0.242
H -3.4205 -7.2038 -5.4543 0.05 -0.25 0.33 0.207
H -1.6655 -4.4107 -5.9184 -0.15 0.56 -0.57 0.199
H -2.4867 -5.7569 -6.6255 -0.01 0.20 -0.53 0.264
```
Positions in Å, forces in eV/Å.

***

Density functional theory data (wB97M-V/def2-TZVPD) for a structure of composition C3H13NSi2 in a non-equilibrium geometry.

Output
E_LUMO ... 0.6 eV
Energy above the lowest of the compared OMol25 structures with the same formula, charge and spin ... 70.4 kcal/mol
E_tot ... -755.7531 Eh
E_HOMO ... -8.841 eV
Charge ... 0

Geometry as XYZ:
```
19
Properties=species:S:1:pos:R:3:forces:R:3:mulliken_charge:R:1
C 1.7331 -0.6572 -1.0959 -1.28 2.16 -2.23 -1.052
C 1.2627 -0.2545 1.3582 2.86 4.38 0.40 -1.242
C 1.2884 0.4194 -0.0577 -2.53 -1.35 0.33 -0.083
N -1.4080 1.5310 1.3657 2.16 -1.50 -1.54 -0.540
Si -2.0652 -1.0878 -0.8683 -1.94 2.27 -2.17 0.394
Si -0.9949 0.9644 -0.2888 2.54 -0.70 1.43 0.379
H 0.8438 -1.2454 -1.3622 0.43 -0.42 0.52 0.187
H 1.9891 -0.2587 -2.1598 0.05 -0.29 1.96 0.265
H 2.5250 -1.2563 -0.7041 0.55 -0.51 0.09 0.360
H 0.9592 0.5776 2.0102 -0.45 -0.43 0.24 0.304
H 2.2761 -0.4094 1.8330 -0.48 -0.27 -1.08 0.362
H 0.6981 -1.0707 1.5838 -1.84 -2.31 -0.05 0.379
H 1.8573 1.3621 0.0193 -0.20 -0.53 -0.37 0.344
H -2.1994 2.0987 1.3596 -1.31 1.32 0.49 0.240
H -0.5918 1.9106 1.8540 -0.82 0.11 -0.15 0.215
H -1.3041 -2.1575 -0.4743 1.68 -1.91 0.41 -0.144
H -3.4473 -1.5776 -0.5810 0.07 0.59 0.47 -0.156
H -2.2604 -0.8622 -2.4147 0.62 -0.48 1.09 -0.089
H -1.1617 1.9736 -1.3769 -0.11 -0.11 0.17 -0.123
```
Positions in Å, forces in eV/Å.

***

What is the formula in the first record? C11H57BeN16O20

***

Which value of E_HOMO does entry 2 give? -8.841 eV

***

Repeat the second record exactly.
Density functional theory data (wB97M-V/def2-TZVPD) for a structure of composition C3H13NSi2 in a non-equilibrium geometry.

Output
E_LUMO ... 0.6 eV
Energy above the lowest of the compared OMol25 structures with the same formula, charge and spin ... 70.4 kcal/mol
E_tot ... -755.7531 Eh
E_HOMO ... -8.841 eV
Charge ... 0

Geometry as XYZ:
```
19
Properties=species:S:1:pos:R:3:forces:R:3:mulliken_charge:R:1
C 1.7331 -0.6572 -1.0959 -1.28 2.16 -2.23 -1.052
C 1.2627 -0.2545 1.3582 2.86 4.38 0.40 -1.242
C 1.2884 0.4194 -0.0577 -2.53 -1.35 0.33 -0.083
N -1.4080 1.5310 1.3657 2.16 -1.50 -1.54 -0.540
Si -2.0652 -1.0878 -0.8683 -1.94 2.27 -2.17 0.394
Si -0.9949 0.9644 -0.2888 2.54 -0.70 1.43 0.379
H 0.8438 -1.2454 -1.3622 0.43 -0.42 0.52 0.187
H 1.9891 -0.2587 -2.1598 0.05 -0.29 1.96 0.265
H 2.5250 -1.2563 -0.7041 0.55 -0.51 0.09 0.360
H 0.9592 0.5776 2.0102 -0.45 -0.43 0.24 0.304
H 2.2761 -0.4094 1.8330 -0.48 -0.27 -1.08 0.362
H 0.6981 -1.0707 1.5838 -1.84 -2.31 -0.05 0.379
H 1.8573 1.3621 0.0193 -0.20 -0.53 -0.37 0.344
H -2.1994 2.0987 1.3596 -1.31 1.32 0.49 0.240
H -0.5918 1.9106 1.8540 -0.82 0.11 -0.15 0.215
H -1.3041 -2.1575 -0.4743 1.68 -1.91 0.41 -0.144
H -3.4473 -1.5776 -0.5810 0.07 0.59 0.47 -0.156
H -2.2604 -0.8622 -2.4147 0.62 -0.48 1.09 -0.089
H -1.1617 1.9736 -1.3769 -0.11 -0.11 0.17 -0.123
```
Positions in Å, forces in eV/Å.